1.
C3H8N2O3S | ωB97M-V/def2-TZVPD

Each line ends with the Mulliken charge.
Geometry (Å):
H -2.03573 -1.83201 1.36551  0.250
N -1.68518 -1.06967 0.77289  -0.690
C -0.55977 -0.48612 1.12712  0.715
O -0.15956 0.70456 0.66588  -0.353
C -0.94201 1.18511 -0.53141  -0.323
C -0.43232 0.34154 -1.66950  -1.108
S 0.28907 -1.03102 2.67619  0.953
N 1.91749 -0.37230 2.50134  -0.596
O -0.41414 -0.41328 3.77641  -0.559
O 0.47905 -2.44625 2.76569  -0.594
H -2.09791 0.98165 -0.29720  0.284
H -0.71051 2.17444 -0.63068  0.387
H 0.61116 0.48403 -1.60804  0.330
H -0.90295 -0.65159 -1.68694  0.330
H -0.66320 0.82626 -2.65108  0.373
H 1.76731 0.65778 2.70809  0.294
H 2.69582 -0.75695 3.18768  0.306

Properties
Charge ... 0
Frontier orbital gap ... 0.4103 Ha
E_HOMO ... -10.578 eV
SMILES string ... [H]/N=C(/OCC)S(N)(=O)=O
Relative energy (zero: lowest compared OMol25 entry of this formula, charge and spin) ... 64.3 kcal/mol
Electronic energy ... -23196.31257 eV
LUMO ... 0.022 Eh

=====

2.
C3H8N2OS | ωB97M-V/def2-TZVPD

Each line ends with the Mulliken charge.
Geometry (Å):
N -2.09884 0.18778 0.62470  -0.371
C -1.14632 -0.79614 0.62172  0.113
O -1.32826 -1.87154 1.14231  -0.589
C 0.14167 -0.54034 -0.14924  0.999
N 1.26042 -0.78166 0.75123  -0.718
C 0.26959 0.86438 -0.76201  -1.300
S 1.68340 1.05242 -1.87212  -0.173
H -1.78029 1.14167 0.64629  0.220
H -2.95393 -0.04399 1.10627  0.258
H 0.15938 -1.25920 -0.97811  0.205
H 1.45008 -1.77049 0.83414  0.236
H 2.09943 -0.36738 0.36288  0.190
H -0.59911 1.07334 -1.39288  0.390
H 0.28140 1.59483 0.05570  0.417
H 2.56140 1.51631 -0.99088  0.124

Properties
Charge ... 0
Frontier orbital gap ... 0.3757 Ha
E_HOMO ... -9.501 eV
SMILES string ... NC(=O)[C@H](N)CS
Relative energy (zero: lowest compared OMol25 entry of this formula, charge and spin) ... 10.8 kcal/mol
Electronic energy ... -19104.03497 eV
LUMO ... 0.027 Eh

=====

3.
C3H8N2OS | ωB97M-V/def2-TZVPD

Each line ends with the Mulliken charge.
Geometry (Å):
C 1.87976 -1.74452 -1.06118  -0.545
O 0.62049 -1.18046 -0.80768  -0.056
N 0.19366 -1.58922 0.42300  -0.554
C -0.79355 -0.89807 0.91027  0.040
N -1.45010 0.22028 0.50850  -0.293
S -0.77251 1.47793 -0.37059  -0.021
C 0.61876 1.92497 0.76965  -0.719
H 2.04386 -1.39482 -2.09682  0.236
H 1.94690 -2.82696 -1.11840  0.251
H 2.67079 -1.41152 -0.38910  0.264
H -1.16519 -1.33554 1.81562  0.333
H -2.23364 0.51065 1.11387  0.275
H 1.00352 2.88055 0.32299  0.304
H 0.29354 2.08490 1.76189  0.288
H 1.40185 1.17783 0.74800  0.196

Properties
Charge ... 0
Frontier orbital gap ... 0.3374 Ha
E_HOMO ... -8.429 eV
SMILES string ... CO/N=C\NSC
Relative energy (zero: lowest compared OMol25 entry of this formula, charge and spin) ... 82.2 kcal/mol
Electronic energy ... -19100.93961 eV
LUMO ... 0.028 Eh

=====

4.
C3H8N2OS | ωB97M-V/def2-TZVPD

Each line ends with the Mulliken charge.
Geometry (Å):
C -1.47981 -0.19339 1.69116  -0.293
N -0.83560 0.01438 0.38638  0.106
N -0.75444 1.17933 0.12423  -0.358
C -1.30131 1.99199 1.25686  -0.162
O -1.99611 1.00964 2.05242  -0.352
H -2.22202 -1.02706 1.57034  0.281
H -0.59985 -0.59830 2.30252  0.286
H -0.43322 2.45708 1.70586  0.263
H -1.95410 2.75832 0.88357  0.228
C 1.13817 -2.47867 -1.05576  -0.646
S 1.67410 -0.92464 -0.23311  -0.210
H 1.51083 -2.21965 -2.13376  0.220
H 1.54812 -3.31863 -0.56867  0.302
H -0.03072 -2.65425 -1.10010  0.214
H 1.35263 -0.04535 -1.13483  0.120

Properties
Charge ... 0
Frontier orbital gap ... 0.3353 Ha
E_HOMO ... -8.213 eV
SMILES string ... C1N=NCO1.CS
Relative energy (zero: lowest compared OMol25 entry of this formula, charge and spin) ... 85.8 kcal/mol
Electronic energy ... -19100.78059 eV
LUMO ... 0.033 Eh

=====

5.
C3H8N2S | ωB97M-V/def2-TZVPD

Each line ends with the Mulliken charge.
Geometry (Å):
C -1.43456 -1.44326 -0.06985  -0.919
N -0.04231 -0.99956 -0.03405  -0.503
C 0.30091 0.21346 -0.02593  0.900
C -0.62934 1.38792 -0.00880  -1.226
N 1.65607 0.52772 -0.06774  -0.353
S 2.92901 -0.60227 -0.12877  -0.149
H -1.84206 -1.65199 0.88819  0.308
H -1.37976 -2.47585 -0.52741  0.286
H -2.14440 -0.87430 -0.67225  0.311
H -0.95293 1.59452 -1.03418  0.292
H -0.13797 2.30591 0.28125  0.367
H -1.52858 1.16918 0.60074  0.328
H 1.86454 1.46290 -0.36513  0.236
H 3.34139 -0.61437 1.16395  0.122

Properties
Charge ... 0
Frontier orbital gap ... 0.3566 Ha
E_HOMO ... -8.872 eV
SMILES string ... C/N=C(\C)NS
Relative energy (zero: lowest compared OMol25 entry of this formula, charge and spin) ... 34.4 kcal/mol
Electronic energy ... -17055.23911 eV
LUMO ... 0.031 Eh

=====

6.
C3H8N2S | ωB97M-V/def2-TZVPD

Each line ends with the Mulliken charge.
Geometry (Å):
C -2.93374 0.61096 -1.10824  -0.143
C 0.64445 -0.70414 1.10853  -0.732
C 1.06689 0.23795 -0.02829  -0.101
N -3.36215 0.14020 -0.06141  -0.519
N 3.70119 -0.33079 -0.00060  -0.561
S 2.60508 0.69238 -0.57931  0.180
H -1.88501 0.49508 -1.53316  0.147
H -0.29893 -1.15318 0.84219  0.212
H 0.45471 -0.15912 2.08175  0.239
H 1.34200 -1.59895 1.26827  0.340
H 0.29305 0.71169 -0.63364  0.175
H -2.64066 -0.23610 0.54265  0.285
H -3.67957 1.17797 -1.73459  0.241
H 4.69270 0.11604 -0.16415  0.236

Properties
Charge ... 0
Frontier orbital gap (spin up / spin down) ... 0.3013 / 0.3013 Ha
E_HOMO (spin up / spin down) ... -8.382 / -8.382 eV
Relative energy (zero: lowest compared OMol25 entry of this formula, charge and spin) ... 93.6 kcal/mol
Electronic energy ... -17052.67346 eV
LUMO (spin up / spin down) ... -0.007 / -0.007 Eh

=====

7.
C3H8N2S | ωB97M-V/def2-TZVPD

Each line ends with the Mulliken charge.
Geometry (Å):
C -1.12274 -1.27004 -0.90037  -0.837
C 0.01201 -0.36443 -0.48201  0.833
C 0.56014 -0.49189 0.85450  -1.239
S -0.24293 0.15967 2.39189  -0.182
N 0.04736 0.75885 -1.09949  -0.381
N 0.74482 1.86803 -0.56453  -0.542
H -1.99746 -0.87882 -0.01813  0.177
H -1.10183 -2.49536 -1.09008  0.279
H -1.29673 -0.52966 -1.85821  0.287
H 0.74578 -1.59547 1.12524  0.302
H 1.61059 -0.36748 0.78666  0.586
H -0.49099 1.52345 2.05556  0.164
H 1.14877 2.12381 -1.46757  0.289
H 1.38322 1.55934 0.26655  0.265

Properties
Charge ... 0
Frontier orbital gap ... 0.3643 Ha
E_HOMO ... -9.151 eV
SMILES string ... C/C(CS)=N/N
Relative energy (zero: lowest compared OMol25 entry of this formula, charge and spin) ... 100.4 kcal/mol
Electronic energy ... -17052.37851 eV
LUMO ... 0.028 Eh

=====

8.
C3H8N2S | ωB97M-V/def2-TZVPD

Each line ends with the Mulliken charge.
Geometry (Å):
C 0.74596 -1.17310 1.01433  -0.997
C 0.56125 0.35179 0.91031  0.115
S -0.06358 1.22154 2.36266  -0.204
C -0.13583 0.66996 -0.37240  -0.358
N -0.06048 -0.20369 -1.35229  -0.087
N -0.89430 -0.08099 -2.33909  -0.499
H 1.26159 -1.34957 0.08030  0.316
H -0.33584 -1.61103 1.04102  0.216
H 1.33795 -1.58528 1.86560  0.327
H 1.60709 0.78070 0.71426  0.215
H -1.29568 0.78852 2.15511  0.125
H -0.66483 1.67459 -0.42974  0.370
H -1.58817 0.70044 -2.36805  0.233
H -0.47515 -0.18388 -3.28205  0.228

Properties
Charge ... 0
Frontier orbital gap ... 0.3434 Ha
E_HOMO ... -8.414 eV
SMILES string ... C[C@H](S)/C=N/N
Relative energy (zero: lowest compared OMol25 entry of this formula, charge and spin) ... 59.5 kcal/mol
Electronic energy ... -17054.14996 eV
LUMO ... 0.034 Eh

=====

9.
C3H8N2S | ωB97M-V/def2-TZVPD

Each line ends with the Mulliken charge.
Geometry (Å):
H -1.91381 -1.89376 0.41587  0.183
N -1.45154 -1.05443 0.30947  -0.314
N -1.23070 -0.48319 1.34733  -0.183
C -0.08427 0.77716 0.93184  0.220
C -0.40082 1.52768 -0.28872  -1.134
S 1.34877 -0.13417 1.13517  -0.059
C 1.37106 -1.08824 -0.39762  -0.688
H -0.20442 1.39643 1.75336  0.288
H 0.33295 2.48798 -0.45602  0.268
H -1.43956 1.90485 -0.33772  0.355
H -0.34470 1.01527 -1.30779  0.289
H 0.29796 -1.48310 -0.50458  0.246
H 2.28224 -1.79096 -0.28476  0.303
H 1.48291 -0.39054 -1.25740  0.227

Properties
Charge ... 0
Frontier orbital gap ... 0.3315 Ha
E_HOMO ... -8.023 eV
SMILES string ... [H]/N=N/[C@H](C)SC
Relative energy (zero: lowest compared OMol25 entry of this formula, charge and spin) ... 83.6 kcal/mol
Electronic energy ... -17053.10338 eV
LUMO ... 0.037 Eh

=====

10.
C3H8N2S | ωB97M-V/def2-TZVPD

Each line ends with the Mulliken charge.
Geometry (Å):
C 2.99472 0.22015 -0.13830  -0.791
S 1.52687 -0.87880 -0.26349  -0.089
C 0.23663 0.28852 0.05670  -0.357
C -1.12152 -0.31791 0.07334  -0.312
N -2.14461 0.16544 -0.46067  -0.238
N -3.34286 -0.39651 -0.16994  -0.395
H 3.33874 0.40356 0.92680  0.252
H 2.78974 1.12370 -0.65045  0.278
H 3.75330 -0.39338 -0.60072  0.296
H 0.45602 0.77155 1.03845  0.283
H 0.25018 1.06944 -0.70879  0.317
H -1.24905 -1.20933 0.75015  0.313
H -3.36150 -0.76700 0.77312  0.224
H -4.12668 -0.07943 -0.62620  0.219

Properties
Charge ... 0
Frontier orbital gap ... 0.3528 Ha
E_HOMO ... -8.501 eV
SMILES string ... CSC/C=N/N
Relative energy (zero: lowest compared OMol25 entry of this formula, charge and spin) ... 51.3 kcal/mol
Electronic energy ... -17054.50468 eV
LUMO ... 0.040 Eh

=====

11.
C3H8N2S2 | ωB97M-V/def2-TZVPD

Each line ends with the Mulliken charge.
Geometry (Å):
C -0.74849 -0.33180 1.78405  -0.648
N 0.57063 0.03667 1.17285  -0.482
N 0.10823 1.12028 0.37876  0.028
C -0.07916 0.94488 -0.81943  0.504
S -0.46296 2.15040 -1.84861  -0.365
C -0.07158 -0.34597 -1.33837  -0.797
S 1.57906 -1.23261 -1.37182  -0.273
H -1.30204 0.30329 2.46938  0.274
H -0.58376 -1.36232 2.43091  0.223
H -1.53332 -0.54170 0.90418  0.228
H 0.98869 -0.88193 0.76843  0.336
H 0.51348 2.14626 0.71122  0.293
H -0.61527 -0.72404 -2.41569  0.352
H -0.69392 -1.00298 -0.62340  0.146
H 2.33039 -0.27843 -2.20246  0.181

Properties
Charge ... 0
Frontier orbital gap ... 0.3112 Ha
E_HOMO ... -8.266 eV
SMILES string ... CNNC(=S)CS
Relative energy (zero: lowest compared OMol25 entry of this formula, charge and spin) ... 107.1 kcal/mol
Electronic energy ... -27887.05173 eV
LUMO ... 0.007 Eh

=====

12.
C3H8N3 | ωB97M-V/def2-TZVPD

Each line ends with the Mulliken charge.
Geometry (Å):
C 2.41159 0.79079 0.32812  -0.113
N 1.78290 -0.26291 0.01890  -0.445
C 0.29592 -0.35182 0.19915  0.571
N -0.14552 -1.07142 1.20289  -0.328
N -0.48503 0.16014 -0.75791  -0.164
C -1.90641 0.13750 -0.81550  -1.059
H 3.49400 0.80740 0.11656  0.263
H 2.19352 1.79026 0.69701  0.268
H 0.51921 -1.42894 1.96231  0.292
H -1.10899 -1.39249 1.34041  0.253
H -0.03775 0.25469 -1.70020  0.318
H -2.32977 0.48511 0.04367  0.433
H -2.32893 0.87585 -1.55115  0.320
H -2.35474 -0.79415 -1.08425  0.391

Properties
Charge ... +1
Frontier orbital gap ... 0.4168 Ha
E_HOMO ... -15.009 eV
SMILES string ... C=NC(=[NH2+])NC
Relative energy (zero: lowest compared OMol25 entry of this formula, charge and spin) ... 38.9 kcal/mol
Electronic energy ... -7703.59214 eV
LUMO ... -0.135 Eh